12
Properties=species:S:1:pos:R:3:forces:R:3:lowdin_charge:R:1 method="wB97M-V/def2-TZVPD" lumo_energy_ev=-0.3 e_homo_ev=-10.385 multiplicity=1 smiles="C=C(C)C(=O)O" total_energy_ev=-8337.2639 charge=0
H 1.974797 -1.250682 -0.421202 -0.08 2.36 1.02 0.12
H 0.783189 2.554437 -0.178203 -0.35 -0.01 0.15 0.07
H 2.665689 0.539586 -0.330462 -0.51 -1.92 1.92 0.12
C -0.562786 -0.516112 -0.107941 -1.17 -2.47 1.91 -0.42
O -1.794915 0.171272 0.242463 2.85 0.19 0.53 -0.07
H -1.400177 1.152050 0.583844 -1.84 -4.37 -0.85 0.12
H -1.088169 1.998462 -0.421473 3.70 -0.39 -0.02 0.15
H 2.126144 -0.643434 1.196687 0.17 0.82 0.64 0.07
C 0.078525 1.720326 -0.176125 1.46 -0.75 -0.89 0.05
O -0.388623 -1.748699 -0.191278 -1.67 3.75 -0.18 0.07
C 0.590101 0.412056 -0.069698 -2.35 2.27 0.49 -0.24
C 1.961965 -0.238104 0.213985 -0.21 0.51 -4.71 -0.04


36
Properties=species:S:1:pos:R:3:forces:R:3:lowdin_charge:R:1 method="wB97M-V/def2-TZVPD" lumo_energy_ev=-9.3 e_homo_ev=-13.940 multiplicity=1 total_energy_ev=-36795.2573 charge=+2
C -2.891320 -3.250588 1.186657 0.62 1.56 0.30 -0.22
O -1.014660 -3.187478 2.739209 -1.02 -0.53 -0.75 -0.07
O 2.138774 0.981170 0.188389 -0.18 1.57 -1.21 -0.10
O 2.402813 -1.678096 -0.566256 -0.13 0.41 0.13 -0.01
F -2.382415 -0.708462 -0.753127 -1.42 -1.28 -0.45 0.19
O -0.641990 3.964914 0.356035 0.24 -0.33 -0.90 -0.07
C 3.517573 1.240558 -0.073558 0.81 -0.06 0.87 -0.24
H 3.090675 -1.835902 -1.212922 0.35 -0.20 -0.11 0.07
H 3.981480 0.808647 -0.960319 -0.82 0.13 -0.77 0.12
C -2.170354 -3.954896 2.305904 0.94 -0.58 0.15 -0.22
F -1.961512 1.390792 -0.609113 -0.62 3.47 -0.63 0.08
H -1.583045 3.943066 0.529768 -0.28 0.08 -0.13 0.04
H 1.941584 0.046836 0.089720 0.24 -0.84 -0.15 0.04
H 1.591509 -1.912792 -1.016727 -0.37 -0.34 -0.05 0.05
F -0.284134 -0.005828 -0.761808 2.99 0.18 -1.88 0.14
H -2.910109 -2.219154 1.538643 -0.18 0.49 -0.03 0.09
F -1.355757 0.087539 1.186185 -0.85 0.36 -0.77 0.05
O -1.760859 1.339437 -3.771927 0.82 0.54 0.69 -0.10
O -2.034397 -3.268948 0.009687 -0.70 -0.83 0.87 -0.06
Rb -3.939380 1.362240 1.756179 0.04 -0.35 0.12 1.02
H 3.538258 2.972002 1.117877 -1.05 0.57 -0.26 0.13
H -0.237063 3.929112 1.222630 0.46 -0.02 0.30 0.07
B -1.505991 0.169738 -0.236198 0.02 -1.33 2.74 -1.55
Sn 0.417508 2.449981 -2.140943 -0.15 -0.93 2.04 1.88
C 3.755195 2.725749 0.078456 1.09 -0.15 0.03 -0.20
O 3.080504 3.525778 -0.916268 -1.56 -0.44 0.09 -0.14
H -2.252122 -2.525875 -0.557799 -0.16 -0.08 0.19 0.05
H -2.732666 -4.196992 3.207729 -0.36 0.26 -0.31 0.13
H -1.845663 1.060407 -4.683620 0.09 0.01 -0.53 0.07
H 3.681702 3.890201 -1.569986 0.40 -0.04 0.20 0.10
H 4.809392 3.001942 0.056699 0.21 -0.49 -0.42 0.14
H -1.803491 -4.886067 1.874139 -0.03 -0.36 0.20 0.12
H -3.941850 -3.518389 1.073745 0.17 -0.70 -0.58 0.12
H -0.533180 -3.204325 1.908841 0.77 0.44 0.06 0.06
H -2.293456 0.715020 -3.279311 -0.30 -0.30 0.39 0.05
H 4.128447 0.748662 0.683388 -0.08 0.10 0.52 0.14


11
Properties=species:S:1:pos:R:3:forces:R:3:lowdin_charge:R:1 method="wB97M-V/def2-TZVPD" lumo_energy_ev=0.8 e_homo_ev=-7.778 multiplicity=1 total_energy_ev=-6288.1636 charge=0
H -2.170776 -0.878970 1.157309 -0.97 -1.06 0.59 0.08
H 2.413502 1.704797 0.233801 -0.05 0.17 0.63 0.06
C 1.584880 1.012454 0.366088 2.24 1.62 0.47 0.00
O -0.470635 -0.678688 0.313894 1.06 0.66 -0.01 -0.12
H -2.105790 -1.458246 -0.587836 -0.63 -2.24 -1.18 0.06
H 0.883364 1.210267 1.150054 -0.49 -0.04 -0.05 0.07
C -1.879328 -0.774017 0.141173 -0.13 2.93 1.04 -0.06
C 0.212410 -0.308123 -0.726982 -2.27 -1.39 -2.17 -0.12
H -2.408866 0.156152 -0.185818 1.11 -0.21 0.08 0.11
C 1.534629 0.067059 -0.551941 2.23 -0.55 -0.59 -0.21
H 2.406610 -0.052685 -1.309743 -2.09 0.14 1.18 0.14


20
Properties=species:S:1:pos:R:3:forces:R:3:lowdin_charge:R:1 method="wB97M-V/def2-TZVPD" lumo_energy_ev=-0.7 e_homo_ev=-8.416 multiplicity=1 total_energy_ev=-10620.9496 charge=0
C 2.054591 0.675620 6.137794 1.36 -1.76 0.06 -0.09
B -2.534568 -0.004351 3.864469 -1.68 0.44 0.66 -0.24
H 1.225872 2.600293 6.337215 -0.17 -0.04 -0.23 0.11
C -0.351718 1.290844 5.937289 2.11 0.15 1.18 -0.04
C 0.960445 1.560421 6.157614 -2.14 0.98 -0.26 -0.07
H -2.051151 -0.010109 6.046201 0.61 0.03 1.42 0.11
C -2.020574 -0.453414 2.522033 1.64 -0.96 -2.22 -0.20
H -2.858767 1.145084 3.976748 0.44 -0.05 0.07 0.06
C -0.979523 -0.005635 5.801514 -1.74 -0.48 -1.64 -0.19
H 3.034856 1.150603 6.119897 -0.16 -0.12 0.06 0.11
H 3.040661 -1.155130 6.123050 -0.40 0.18 0.06 0.11
C 0.972864 -1.567840 6.153296 -2.96 -1.59 -0.25 -0.08
H 1.234652 -2.611693 6.334102 -0.12 0.15 -0.27 0.11
H -1.056266 2.075358 5.890348 -0.46 1.02 0.12 0.10
C -0.348038 -1.316076 5.928183 2.48 0.62 1.36 -0.03
H -3.270442 -0.747181 4.469113 0.50 -0.04 -0.13 0.06
C 2.048830 -0.685570 6.138661 2.24 2.09 0.05 -0.10
H -1.047087 -2.093214 5.867022 -0.67 -1.30 0.09 0.10
N -1.528557 -0.816872 1.528078 -0.88 0.58 1.48 0.13
H -1.269421 -0.036969 4.697704 0.00 0.10 -1.62 0.04


55
Properties=species:S:1:pos:R:3:forces:R:3:lowdin_charge:R:1 method="wB97M-V/def2-TZVPD" lumo_energy_ev=-0.8 e_homo_ev=-9.079 multiplicity=1 total_energy_ev=-46910.3643 charge=0
H 0.470339 -2.589674 -3.401298 -0.02 -0.08 -0.21 0.11
H 4.224511 1.147643 1.086686 0.06 0.08 0.15 0.12
C 5.754298 -1.701060 0.715005 -0.21 0.32 -0.46 -0.11
C 0.969944 1.756799 -4.374003 0.13 0.12 -0.15 -0.10
H 6.566814 -2.045890 1.342653 0.13 0.00 0.11 0.08
H 0.728931 2.167156 -5.349348 -0.18 0.03 -0.12 0.09
H 1.022880 -0.977045 -3.126610 0.26 0.22 0.06 0.08
H 3.243754 1.063212 -0.962259 -0.04 0.19 0.00 0.10
H -5.344375 2.022590 4.057177 0.07 0.07 0.11 0.15
O -4.760940 0.930443 6.539999 0.15 -0.24 -0.15 0.13
H 0.864407 1.613972 -1.899368 0.25 -0.18 -0.10 0.12
H 1.938482 -1.652811 0.369895 -0.09 0.04 0.23 0.11
S -1.985164 3.037613 1.523031 0.20 -0.15 -0.44 1.02
C -2.463494 0.899969 0.615060 -0.29 -0.01 0.42 -0.36
C 0.359903 -1.738830 -2.735803 -0.36 0.07 0.13 -0.16
C 3.852816 0.178088 -0.783206 -0.23 -0.51 0.05 -0.17
H 5.988556 -1.912004 -0.330636 0.12 -0.11 -0.09 0.08
H 4.839591 -2.246365 0.948366 -0.09 -0.12 0.25 0.08
C -1.559360 1.534198 -0.259912 0.43 0.05 -0.66 -0.31
O -0.226929 1.476689 -3.681819 0.10 -0.35 0.16 -0.17
C -2.928391 -0.405184 0.335774 0.10 -0.23 -0.25 0.00
N -1.204707 2.757958 0.143401 -0.01 0.33 0.27 -0.22
H -4.284038 0.780355 3.367495 -0.07 -0.15 -0.03 0.09
H -3.050651 0.551495 5.469213 0.09 0.10 0.02 0.17
C -2.460530 -0.999894 -0.794434 -0.12 0.15 0.51 -0.02
C 3.063504 -1.031860 -1.304800 0.26 0.47 -0.04 -0.21
H 1.570999 0.860359 -4.536683 0.02 -0.18 0.13 0.08
H 4.761376 0.284465 -1.372430 0.16 0.16 -0.02 0.12
C 1.727713 -1.214195 -0.605156 0.01 -0.39 0.21 -0.21
C 0.768837 -2.166491 -1.316197 0.43 0.02 -0.35 -0.18
H -1.208305 -0.649204 -3.769490 0.13 0.05 -0.23 0.11
H 1.279757 -3.126231 -1.389438 0.02 -0.17 0.05 0.11
C -1.536425 -0.383332 -1.691156 0.26 0.31 -0.32 -0.16
H 2.942672 -0.878184 -2.376496 -0.16 -0.05 -0.13 0.10
C -5.735254 0.098101 6.065139 -0.09 0.02 -0.01 -0.55
O -5.729131 0.094015 4.710374 0.13 0.13 0.07 0.07
H -2.767438 -2.003331 -1.042477 -0.15 -0.15 0.04 0.11
H -0.428745 2.762280 -2.120934 0.10 0.19 0.08 0.12
H -0.103249 -2.331928 -0.689660 -0.17 -0.03 0.05 0.10
C -1.091350 0.892152 -1.456264 -0.12 0.03 0.00 -0.08
O -6.467088 -0.537064 6.742964 -0.04 0.04 0.03 0.18
H 3.658635 -1.935358 -1.200766 0.07 -0.24 0.02 0.10
H -1.749198 -2.079584 -2.944999 -0.11 -0.09 0.10 0.11
O 5.580664 -0.309887 0.904428 0.02 -0.18 0.29 -0.19
C -3.898187 1.238955 5.459720 -0.15 0.20 0.13 -0.31
C -0.148856 1.723264 -2.291447 -0.36 0.16 -0.02 -0.16
N -2.785760 1.663006 1.665332 -0.24 -0.15 0.37 -0.24
H 1.257566 -0.255245 -0.396877 -0.13 0.25 -0.15 0.10
C -4.805217 1.096490 4.262211 -0.10 -0.15 -0.19 -0.06
H 1.587374 2.491294 -3.857598 0.01 0.10 0.13 0.09
C -1.082934 -1.222752 -2.860422 -0.10 -0.08 0.07 -0.14
F -3.434960 2.506530 5.605084 -0.03 -0.04 0.03 0.07
H -3.607918 -0.900185 1.007610 -0.15 -0.08 0.08 0.11
C 4.253542 0.134808 0.693797 0.26 0.30 -0.27 -0.23
H 3.570731 -0.470310 1.291576 -0.17 -0.11 0.04 0.11